20 unconnected molecules or ions with the total composition C49H138O20 at a distorted geometry, computed with the ωB97M-V functional and the def2-TZVPD basis.

XYZ file:
```
207
Properties=species:S:1:pos:R:3:forces:R:3:mulliken_charge:R:1
C -6.36428 -4.62673 -1.41753 -1.054 -0.263 0.654 -1.533
C -5.19463 -3.86144 -0.85109 0.521 -0.498 -0.153 0.634
C -4.12230 -4.75257 -0.21359 -0.463 -0.534 0.783 -1.162
O -4.62644 -3.15846 -1.91483 0.505 1.912 -0.670 -0.280
H -6.09646 -5.22667 -2.28727 0.261 -0.228 0.237 0.217
H -7.18369 -3.99003 -1.75112 0.239 0.455 -0.084 0.359
H -6.83327 -5.22230 -0.63431 0.117 -0.491 -0.068 0.425
H -5.52270 -3.07744 -0.16859 -0.164 -0.174 0.279 0.264
H -3.86204 -5.56833 -0.88805 0.429 0.317 -0.287 0.281
H -4.43217 -5.29053 0.68233 -0.738 0.061 0.122 0.463
H -3.26112 -4.21471 0.18286 0.204 0.268 -0.698 0.188
H -4.10467 -3.71874 -2.49402 0.081 -0.644 -0.105 0.010
C 5.23744 -2.18558 -6.81602 1.377 0.394 0.111 -1.553
C 4.20683 -2.36767 -5.75943 -0.874 1.508 0.110 1.088
C 3.40549 -1.08580 -5.53252 1.028 0.381 0.792 -0.939
O 3.30196 -3.35603 -6.15166 -0.717 -1.208 0.243 -0.593
H 5.77203 -1.24710 -6.66914 -0.093 0.211 -0.013 0.362
H 4.79434 -2.15760 -7.81149 0.093 -0.308 0.055 0.333
H 6.03054 -2.92122 -6.68209 -0.150 -0.432 -0.621 0.414
H 4.63093 -2.56041 -4.77399 0.476 -0.425 -0.167 -0.054
H 2.56519 -0.92669 -6.20830 0.137 -0.076 0.125 0.292
H 4.13342 -0.27538 -5.57048 -0.203 0.363 -0.538 0.376
H 3.16046 -1.03800 -4.47150 -0.956 -0.183 -0.080 0.034
H 3.54710 -4.18841 -5.74100 -0.035 -0.145 -0.158 0.325
C 2.73653 0.31155 5.50542 -1.729 0.074 0.867 -1.617
C 1.67851 0.85447 4.51701 1.483 -0.349 1.378 1.795
C 1.36232 2.28851 4.86021 -0.872 1.285 -0.274 -1.620
O 2.23620 0.68933 3.23056 -0.441 0.724 -0.723 0.107
H 3.52385 1.05899 5.60319 0.414 -0.562 -0.224 0.272
H 2.98095 -0.73927 5.35003 0.743 0.173 -0.727 0.476
H 2.27212 0.20672 6.48595 -0.124 0.471 0.315 0.444
H 0.72959 0.32767 4.61769 -0.061 -0.464 -0.117 -0.617
H 2.08492 3.08886 4.70085 0.735 -0.537 -0.170 0.229
H 1.04099 2.40934 5.89474 0.129 -0.458 0.213 0.496
H 0.49310 2.66030 4.31768 -0.171 -0.180 -0.387 0.284
H 2.75364 -0.11928 3.23165 -0.002 -0.142 0.059 -0.058
C -6.76448 -0.72991 -4.36872 -0.042 0.279 -0.538 -1.366
C -5.48716 -1.27402 -4.98824 0.713 0.161 -0.551 0.990
C -5.04045 -0.74320 -6.37406 -0.703 0.854 0.480 -1.387
O -4.37975 -0.98480 -4.07775 -0.714 -0.478 -1.059 0.430
H -6.64380 0.32882 -4.13930 0.000 0.071 -0.015 0.255
H -7.03343 -1.25325 -3.45118 0.231 -0.113 0.065 0.233
H -7.61395 -0.83934 -5.04291 -0.006 0.006 -0.124 0.400
H -5.61850 -2.33802 -5.18507 0.244 -0.428 0.698 0.124
H -5.11678 0.34379 -6.40071 0.419 0.201 0.180 0.231
H -5.67308 -1.03208 -7.21336 -0.202 -0.530 0.260 0.431
H -4.02070 -1.05017 -6.60638 -0.030 0.003 0.176 0.244
H -4.65768 -1.27950 -3.20741 0.136 -0.288 0.452 -0.315
C -1.11590 -4.83460 -2.85334 1.912 1.322 -0.610 -1.154
C -2.07930 -4.66907 -4.01013 2.457 0.944 0.157 1.550
C -1.71093 -5.44342 -5.24364 0.032 0.751 -0.323 -1.477
O -3.23809 -5.07037 -3.51140 -5.097 -1.993 1.240 -0.437
H -1.21326 -4.12900 -2.02826 -0.895 -0.158 0.124 0.018
H -0.15263 -4.49556 -3.23447 0.578 -0.384 -0.052 0.239
H -1.01086 -5.85086 -2.47348 -0.227 0.030 -0.166 0.393
H -2.28111 -3.64491 -4.32394 1.037 0.644 0.145 -0.479
H -0.62442 -5.39411 -5.31545 -0.120 -0.522 -0.550 0.351
H -2.18736 -4.90660 -6.06397 0.309 -0.183 -0.410 0.408
H -2.15574 -6.43852 -5.23890 0.565 -0.323 0.176 0.410
H -3.63123 -5.70106 -4.11908 -0.490 -0.012 0.199 0.200
C -1.60299 -2.93455 5.21872 -0.512 -0.562 -0.478 -1.019
C -2.27192 -3.21041 3.88491 -1.836 -0.195 0.910 0.000
C -2.91787 -1.97521 3.28029 1.364 0.084 -0.666 -0.309
O -1.34836 -3.81636 2.99328 -0.238 0.272 -0.119 -0.276
H -1.34764 -3.93380 5.57145 1.169 0.197 0.043 0.320
H -2.29416 -2.64236 6.00930 -0.101 0.786 -0.290 0.404
H -0.81706 -2.22091 4.97147 0.405 -0.212 0.892 0.058
H -3.05765 -3.92537 4.12896 -0.310 -0.309 -0.318 0.483
H -3.33572 -2.12507 2.28478 -0.259 -0.365 0.117 -0.086
H -2.04220 -1.35271 3.09640 -0.070 0.702 -0.017 -0.294
H -3.61975 -1.43740 3.91764 0.085 -0.281 0.131 0.361
H -1.40351 -4.75224 3.19987 0.306 -0.146 -0.205 0.270
C 5.32363 -4.01521 -1.18944 0.259 0.478 -0.382 -1.831
C 3.79586 -3.96746 -1.25343 -0.685 1.165 -1.096 1.328
C 3.15805 -3.00214 -2.32847 1.093 0.373 0.644 0.918
O 3.28416 -5.21498 -1.63687 0.468 -1.357 -0.014 -0.579
H 5.78457 -4.29356 -2.13715 -0.308 -0.281 -0.359 0.451
H 5.70484 -4.72200 -0.45240 -0.302 -0.002 0.109 0.421
H 5.79203 -3.04933 -1.00029 -0.306 0.166 0.295 0.279
H 3.39320 -3.78402 -0.25728 -0.070 0.226 -0.034 -0.336
H 3.36686 -1.95496 -2.10960 -0.046 0.085 0.025 -0.288
H 2.08875 -3.11779 -2.50548 -0.093 -0.227 0.740 -0.102
H 3.57093 -3.20553 -3.31653 0.369 -0.169 0.103 -0.680
H 3.77053 -5.45576 -2.42875 -0.142 -0.375 -0.179 0.331
C -5.32384 1.04551 1.80795 -3.037 -0.189 0.355 -1.703
C -4.08694 0.77175 1.06228 0.466 0.170 0.308 2.311
C -4.28813 0.07754 -0.27760 0.967 -1.151 0.498 -1.088
O -3.44314 2.01917 0.84614 0.690 0.026 0.071 -0.272
H -5.35915 1.83972 2.55366 0.787 0.316 -0.260 0.291
H -5.70861 0.20604 2.38705 0.133 -0.495 -0.223 0.381
H -6.10904 1.25197 1.08067 -0.408 0.303 0.033 0.452
H -3.56222 0.18560 1.81674 1.234 -0.057 -0.729 -0.992
H -5.01417 0.57905 -0.91749 -0.010 -0.083 0.047 0.437
H -4.46812 -0.99190 -0.16807 -1.027 -0.043 0.232 -0.024
H -3.33364 -0.05392 -0.78726 0.228 0.883 -0.223 -0.049
H -4.13168 2.58100 0.48302 0.064 0.367 -0.153 0.310
C 5.77108 3.06501 3.33694 -0.417 0.724 0.691 -1.104
C 5.96041 4.44943 4.06300 1.241 -0.413 0.476 0.410
C 7.45108 4.94031 4.27680 -1.082 -1.289 -0.208 -1.388
O 5.22881 5.45475 3.37646 -0.453 -0.221 -0.069 -0.536
H 4.71457 2.91839 3.11249 -0.140 0.573 -0.564 0.078
H 5.85787 2.22494 4.02604 0.865 0.158 0.294 0.498
H 6.37577 2.88740 2.44761 -0.026 0.251 0.073 0.380
H 5.51932 4.32973 5.05255 -0.121 -0.045 0.168 0.238
H 7.86777 5.19922 3.30343 0.194 -0.022 0.117 0.284
H 7.99246 4.11842 4.74531 0.242 -0.168 -0.323 0.379
H 7.58311 5.75078 4.99361 -0.515 0.316 -0.213 0.405
H 5.35830 6.30718 3.79860 0.101 0.046 0.185 0.246
C -3.71891 4.86662 -2.70104 0.977 0.260 -0.650 -1.388
C -3.63726 3.64886 -3.56578 -0.358 -2.070 0.355 1.550
C -4.66953 3.60738 -4.63280 -0.644 0.942 -0.394 -1.429
O -2.34690 3.47191 -4.08313 0.877 1.483 -0.052 -0.678
H -2.93591 4.64528 -1.97577 -0.367 0.809 0.534 -0.018
H -4.70290 5.15692 -2.33281 0.059 -0.587 0.346 0.378
H -3.41936 5.69793 -3.33923 0.341 0.256 0.133 0.454
H -3.77235 2.76063 -2.94862 -0.479 -0.190 0.548 -0.195
H -4.63368 4.59584 -5.09078 -0.164 0.002 -0.563 0.382
H -5.64394 3.53564 -4.14960 -0.235 -0.244 -0.216 0.347
H -4.51772 2.83847 -5.39032 -0.015 -0.046 0.199 0.190
H -2.25320 2.53439 -4.26721 -0.202 -0.350 -0.196 0.463
C 4.71280 6.29734 -1.34018 -1.496 1.025 0.815 -1.414
C 4.62121 6.53002 0.21525 1.277 -2.335 -1.629 0.573
C 3.35642 6.02250 0.79392 -1.512 0.280 0.346 -1.055
O 5.66093 5.71237 0.79854 0.640 1.226 -1.215 -0.590
H 5.51293 6.81730 -1.86701 0.340 -0.385 0.350 0.385
H 3.80313 6.77730 -1.70107 -0.156 0.336 -0.261 0.404
H 4.53991 5.27576 -1.67868 0.658 -0.222 0.428 0.243
H 4.63534 7.60331 0.40490 0.787 0.183 0.137 0.167
H 3.23251 6.50555 1.76315 -0.213 -0.159 0.200 0.298
H 3.34320 4.94472 0.95618 0.159 -0.032 -0.208 0.110
H 2.49634 6.29866 0.18391 -0.153 -0.030 0.011 0.481
H 5.52294 5.60181 1.74211 -0.267 0.128 0.385 0.493
C -2.37471 1.78792 4.88113 -1.324 0.636 0.925 -0.276
C -3.05154 2.61953 6.04635 0.331 0.014 -0.881 0.199
C -4.57107 2.52874 6.23304 0.748 1.481 -0.014 -1.375
O -2.41203 2.34247 7.27299 0.148 -0.554 0.456 -0.547
H -2.57120 2.20954 3.89536 0.184 0.326 -0.002 0.240
H -2.85447 0.81015 4.83764 0.259 -0.317 0.231 0.040
H -1.30820 1.71172 5.09287 -0.174 -0.072 -0.153 -0.093
H -2.85204 3.68743 5.95762 0.172 0.042 -0.693 0.293
H -4.93741 1.57028 6.60079 -0.168 0.023 -0.403 0.368
H -5.08747 3.01523 5.40554 -0.210 -0.988 -0.584 0.370
H -4.75184 3.32266 6.95769 -0.178 -0.434 0.751 0.405
H -2.81658 1.53828 7.60647 0.157 -0.208 0.295 0.324
C -0.78049 -0.52871 -3.68834 0.575 0.838 0.437 -0.145
C -1.06951 0.43078 -4.85906 -0.300 -0.416 0.880 0.795
C -0.71255 -0.26096 -6.12932 -0.040 -0.348 -1.593 -1.268
O -2.41810 0.88245 -4.75796 0.537 0.251 -0.637 -0.321
H -1.40687 -1.41234 -3.56609 -0.474 0.194 -0.433 -0.340
H -0.85191 0.07901 -2.78630 -0.101 -0.233 0.196 -0.014
H 0.23686 -0.91650 -3.74037 0.201 0.133 -0.035 0.215
H -0.48430 1.34297 -4.74266 0.239 -0.074 0.135 0.473
H -1.53184 -0.90101 -6.45677 0.120 -0.721 0.456 0.050
H 0.23113 -0.78624 -5.98215 -0.252 -0.437 -0.051 0.053
H -0.55967 0.29016 -7.05722 0.019 0.947 0.336 0.386
H -3.01395 0.13439 -4.67443 -0.419 -0.391 0.301 -0.034
C 0.19590 7.46770 2.13285 0.443 -0.626 0.998 -1.336
C 0.38044 6.22732 3.09290 -0.306 1.367 -1.147 0.364
O 0.46922 6.70409 4.42794 -0.024 0.355 -0.011 -0.600
H -0.81150 7.85061 2.29598 0.018 0.057 -0.242 0.390
H 0.37739 7.22417 1.08601 -0.316 -0.337 0.052 0.297
H 0.89533 8.27396 2.35386 0.100 -0.081 0.307 0.371
H 1.26628 5.65341 2.82082 0.007 -0.111 -0.029 0.061
H -0.53007 5.65378 2.91934 0.071 -0.484 0.279 0.199
H 0.32522 6.00797 5.07314 -0.014 -0.207 -0.204 0.287
C 0.20889 -0.73045 -0.31981 0.457 -2.166 0.090 -0.653
C -0.27765 0.31789 0.62346 -1.136 0.428 -2.286 1.307
O 0.77455 1.17502 0.86314 1.653 1.227 0.777 0.220
H 0.68930 -0.44456 -1.25553 -0.251 0.828 0.162 -0.082
H -0.60020 -1.40666 -0.59588 -0.250 -0.006 -0.067 0.385
H 0.95463 -1.37727 0.14235 0.134 -0.106 0.369 0.157
H -0.85919 -0.06652 1.46140 0.506 -0.048 0.353 -0.437
H -0.96079 0.89840 0.00343 -0.799 0.116 0.285 -0.463
H 0.83474 1.49149 1.76747 -0.008 -0.294 0.195 -0.244
C 2.10035 -4.65013 6.12893 0.115 -0.135 -0.604 -1.339
C 2.40513 -4.02519 4.75800 -1.402 -0.723 0.258 0.551
O 3.67948 -3.53430 4.64775 1.828 0.487 0.472 -0.602
H 2.60363 -5.60713 6.26667 0.355 0.093 -0.112 0.377
H 1.04426 -4.90579 6.21510 -0.132 0.327 -0.029 0.299
H 2.39561 -3.99259 6.94659 -0.085 0.096 -0.074 0.329
H 1.74500 -3.19153 4.51853 -0.762 -0.047 0.297 -0.066
H 2.31286 -4.73451 3.93554 -0.736 -0.596 0.125 0.146
H 3.63124 -3.12676 3.77989 0.623 0.539 -0.073 0.406
C 0.65042 -4.77573 0.35351 0.671 -0.827 0.192 -0.155
O 1.09455 -5.97899 -0.35400 -1.596 1.015 1.473 -0.662
H 0.36905 -3.97955 -0.33571 0.072 0.068 0.086 0.012
H -0.13344 -4.90836 1.09922 -0.791 -0.872 -0.867 0.071
H 1.36784 -4.44372 1.10397 0.983 0.402 -0.542 0.226
H 1.81878 -5.71237 -0.92496 0.289 0.067 -0.129 0.526
C 5.03802 -2.73904 1.94877 1.076 1.219 0.965 -1.014
O 3.83105 -2.09688 2.31058 -1.330 -0.027 -0.612 -0.197
H 5.61617 -2.53171 2.84925 0.857 -0.877 -0.166 0.403
H 4.94877 -3.80570 1.74295 -0.254 0.167 -0.005 0.281
H 5.53194 -2.18366 1.15147 -0.088 -0.346 -0.253 0.285
H 3.74158 -1.30359 1.77740 -0.160 0.167 -0.387 0.042
C 4.02513 0.64505 -1.20762 -0.953 0.999 -0.658 -0.690
O 3.77837 0.57394 0.17875 1.229 -1.234 0.524 -0.349
H 4.80896 0.00972 -1.62000 0.315 -0.268 0.968 0.331
H 3.15401 0.37799 -1.80588 -0.376 0.010 0.074 0.081
H 4.28161 1.66953 -1.47736 0.113 0.115 -0.116 0.302
H 2.93784 0.93020 0.47573 -0.550 0.178 -0.562 0.170
C -0.84179 4.08296 -0.03953 1.024 0.104 -1.057 -0.125
O 0.44434 4.33460 -0.67281 -0.616 0.157 0.645 -0.590
H -0.77375 4.11471 1.04788 -0.041 -0.067 0.046 0.048
H -1.49556 4.87687 -0.40063 -0.039 -0.124 0.163 0.306
H -1.18600 3.11284 -0.39798 -0.385 0.043 0.311 -0.020
H 1.05490 3.69628 -0.29684 0.112 -0.150 -0.030 0.242
```
Forces are in eV/Å.

Output
* HOMO level: -9.07 eV